Record 1
This record from OMol25 describes a 2-piece molecular cluster, C5H10O overall. The level of theory is the ωB97M-V functional and the def2-TZVPD basis.

CARTESIAN COORDINATES (ANGSTROEM)
H  1.384  1.082  -0.794
H  0.959  -1.969  -0.800
H  -1.729  -0.831  -0.162
C  -1.509  1.245  0.595
H  1.392  0.164  -2.339
C  1.537  -1.038  -0.613
H  -2.183  1.270  1.456
H  0.571  -0.093  1.740
C  1.022  0.189  -1.311
H  -0.659  1.898  0.824
H  -0.071  0.198  -1.304
C  -0.127  -0.726  1.196
O  2.575  -1.054  0.006
H  -2.051  1.654  -0.264
H  -0.002  -1.794  1.296
C  -1.111  -0.196  0.475

## Properties
LUMO energy = 0.9501 eV
spin multiplicity = 1
HOMO energy = -9.5 eV
electronic energy = -271.6836 Ha
F_max = 0.816 eV/Å

Record 2
This record from OMol25 describes C5H7NO in the gas phase. The level of theory is the ωB97M-V functional and the def2-TZVPD basis.

CARTESIAN COORDINATES (ANGSTROEM)
N  0.438  -0.140  -0.425
C  0.674  1.144  0.074
C  -0.501  1.657  0.499
C  -1.581  0.719  0.210
C  1.135  -1.226  0.290
O  -1.225  -1.293  -1.306
H  1.686  1.521  0.088
H  -0.309  -1.127  -1.688
H  1.068  -1.042  1.369
H  -2.639  0.901  0.340
H  2.181  -1.262  -0.017
C  -0.965  -0.303  -0.423
H  -0.626  2.640  0.924
H  0.663  -2.189  0.064

## Properties
LUMO energy = 0.9139 eV
spin multiplicity = 1
HOMO energy = -8.1 eV
electronic energy = -324.6512 Ha
F_max = 2.263 eV/Å

Record 3
This record from OMol25 describes C22H21BrN2O5S in the gas phase. The level of theory is the ωB97M-V functional and the def2-TZVPD basis.

CARTESIAN COORDINATES (ANGSTROEM)
C  -5.971  -0.168  -0.541
C  -1.851  -0.007  1.948
S  -4.198  -2.226  -0.828
C  1.135  -1.421  -0.562
H  -0.875  -0.445  1.726
C  6.126  1.998  -0.437
C  2.539  -1.308  -0.068
C  -0.683  -0.900  -2.050
H  -1.646  -0.251  4.073
H  2.633  0.541  -0.936
C  7.043  1.222  0.259
H  7.393  -0.623  1.281
C  4.471  0.261  -0.160
O  3.048  -2.178  0.610
C  4.843  1.529  -0.652
H  4.447  4.185  -1.068
H  -1.670  -3.159  0.259
C  -3.893  0.073  0.687
C  -1.527  -1.761  -1.349
H  -6.007  2.639  1.343
C  6.680  -0.020  0.741
C  -4.381  1.256  1.247
H  -3.789  1.823  1.947
H  4.976  3.418  -2.594
N  -2.843  -1.923  -1.757
C  4.169  3.478  -1.857
H  -2.472  -1.588  3.255
C  0.292  -2.307  0.112
C  -1.020  -2.483  -0.270
C  -4.719  -0.626  -0.196
H  -6.565  -0.755  -1.223
O  -3.872  -3.081  0.266
C  -2.358  -0.507  3.294
H  3.260  3.826  -2.346
Br  -8.139  1.677  -0.453
H  -1.063  -0.365  -2.909
O  -2.670  -0.451  0.875
H  1.262  -0.082  -2.252
H  8.041  1.601  0.418
H  0.701  -2.862  0.943
C  5.398  -0.502  0.533
H  -3.097  -1.468  -2.621
O  3.857  2.213  -1.329
H  -1.755  1.085  1.935
H  5.104  -1.469  0.904
C  -6.425  1.019  0.010
H  6.429  2.965  -0.807
H  -3.323  -0.068  3.538
N  3.163  -0.148  -0.420
O  -5.195  -2.641  -1.766
C  -5.638  1.723  0.907
C  0.633  -0.735  -1.664

## Properties
LUMO energy = 0.3294 eV
spin multiplicity = 1
HOMO energy = -8.2 eV
electronic energy = -4308.8612 Ha
F_max = 1.026 eV/Å